Model w:
23
Properties=species:S:1:pos:R:3:nbo_charge:R:1 method="wB97M-V/def2-TZVPD" homo_ev=-11.37 e_lumo_ev=0.188 smiles=CC.O.O.O.O.O
O 0.4060 3.3419 0.8284 -0.9500
O -2.6911 -0.1211 2.8115 -0.9258
O -2.1915 -3.6089 0.4283 -0.9312
O 2.8666 2.7494 -1.1426 -0.9385
O 1.0217 0.6804 -4.1576 -0.9407
C 0.5907 -1.7060 1.2481 -0.6137
C -0.1339 -1.0432 0.0545 -0.6261
H 0.7437 2.5241 1.2129 0.4715
H 1.4565 -2.3256 0.9939 0.2102
H -3.0667 -3.8841 0.0911 0.4659
H -1.1150 -0.8479 0.4891 0.1973
H 1.1774 3.9022 0.6654 0.4799
H 0.7195 -0.8780 1.9537 0.2019
H 3.3318 2.0482 -1.7402 0.4728
H 1.3292 0.9686 -5.0175 0.4753
H -0.1518 -2.3747 1.7103 0.2234
H -3.1130 0.5485 3.3597 0.4650
H 1.9542 2.5345 -1.3530 0.4651
H -2.0259 -2.8528 -0.1626 0.4659
H 1.1201 1.4027 -3.5274 0.4655
H -2.1796 0.4484 2.2320 0.4613
H -0.2899 -1.4778 -0.9548 0.2129
H 0.2410 -0.0289 -0.0230 0.1919


Model x:
23
Properties=species:S:1:pos:R:3:nbo_charge:R:1 method="wB97M-V/def2-TZVPD" homo_ev=-10.93 e_lumo_ev=0.047 smiles=CC.O.O.O.O.O
O -1.7316 -0.1509 -1.1292 -0.9455
O 2.3689 -3.3801 -3.4682 -0.9294
O 4.8343 -0.1432 1.4289 -0.9319
O 0.5960 -2.3406 -0.9448 -0.9415
O -3.6674 1.9873 -2.2732 -0.9420
C -0.8536 2.4930 2.7845 -0.6004
C -1.3081 1.2586 2.0093 -0.6066
H -2.2643 0.9928 2.4435 0.1992
H -1.6472 -0.8621 -0.4856 0.4711
H 1.7066 -3.6711 -2.8242 0.4564
H 0.0775 2.9231 2.4226 0.2008
H -0.8035 0.0879 -1.2423 0.4756
H 1.4567 -2.7586 -1.0651 0.4720
H 0.0480 -3.0330 -0.5605 0.4707
H -0.7787 2.2347 3.8347 0.1991
H -0.7044 0.3551 2.1094 0.1944
H -1.4444 1.5077 0.9621 0.2095
H 1.7935 -3.2237 -4.2278 0.4718
H -2.7326 2.1029 -2.0845 0.4685
H 4.6540 -0.5797 0.5893 0.4654
H 5.7952 -0.0638 1.4183 0.4666
H -1.6415 3.2329 2.6895 0.2022
H -3.7534 1.0309 -2.3864 0.4741


Relative energies in hartree: model w 0.0176; model x 0.0000


Model w:
9
Properties=species:S:1:pos:R:3:nbo_charge:R:1 method="wB97M-V/def2-TZVPD" homo_ev=-8.65 e_lumo_ev=-0.009 smiles="C#[N+][S-].O=C=NO"
S 1.8020 0.9443 0.9437 0.1107
O -1.4871 1.0951 0.0322 -0.5113
O -3.1311 -1.7057 1.2561 -0.4814
N 2.6798 0.2304 -0.0991 -0.4256
N -2.2927 -0.0089 -0.0898 -0.2885
C -2.6743 -0.7375 0.7845 0.7951
C 3.2635 -0.6543 -0.6831 0.0847
H -1.8872 1.8359 -0.5924 0.4845
H 3.7271 -0.9994 -1.5522 0.2319


Model x:
9
Properties=species:S:1:pos:R:3:nbo_charge:R:1 method="wB97M-V/def2-TZVPD" homo_ev=-8.88 e_lumo_ev=0.205 smiles="O=c1ocnn1S"
S -2.3602 -0.3373 -0.0980 0.1733
O -0.3280 1.9192 0.0817 -0.5753
O 1.3867 0.4065 -0.1938 -0.4475
N 0.1928 -1.3279 0.2079 -0.2976
N -0.6314 -0.3465 0.2267 -0.3874
C 0.0926 0.8372 0.1447 0.8160
C 1.3382 -0.8914 -0.0490 0.3034
H -2.1178 1.0959 -0.0332 0.1963
H 2.4272 -1.3557 -0.2870 0.2188


Relative energies in hartree: model w 0.1018; model x 0.0000


Model w:
19
Properties=species:S:1:pos:R:3:nbo_charge:R:1 method="wB97M-V/def2-TZVPD" homo_ev=-9.21 e_lumo_ev=-0.935
O -0.5331 0.1478 2.2232 -0.9774
N 0.4557 0.5089 -0.3263 -0.4520
C -0.5080 0.8129 -1.3462 -0.2556
C -1.8574 1.2475 -0.7462 -0.5995
C 1.3600 -1.7743 0.4263 -0.6427
C 1.2830 -0.6639 -0.6387 -0.2623
H 2.3319 -2.1171 0.7517 0.2205
H 0.1512 -0.1458 2.8621 0.4625
H -0.7095 -0.8783 0.1840 0.1843
H -0.1789 1.5801 -2.0612 0.1956
H -2.3616 0.3191 -0.4077 0.2125
H 2.3474 -0.3646 -0.7524 0.1892
H 0.7513 -2.6234 0.1402 0.2160
H -1.6051 1.9181 0.0926 0.2180
H -0.7822 -0.0969 -1.9562 0.1650
H 0.8507 -1.3903 1.3416 0.2291
H -2.4233 1.8504 -1.4338 0.2122
H 0.9481 -1.1539 -1.6205 0.1776
H -0.0420 0.4415 1.3879 0.5069


Model x:
19
Properties=species:S:1:pos:R:3:nbo_charge:R:1 method="wB97M-V/def2-TZVPD" homo_ev=-8.31 e_lumo_ev=0.958 smiles=CCN(C)C.O
O -2.3784 -0.7907 -0.1698 -0.9328
N 0.0533 -0.0792 0.5618 -0.4450
C 0.5762 -1.1571 1.4213 -0.4253
C 0.0522 1.2936 1.1064 -0.4193
C 0.8530 -0.1558 -0.7164 -0.2234
C 0.2069 0.6917 -1.8757 -0.6071
H -0.4331 1.9601 0.3885 0.1991
H -0.0442 1.6597 -1.5258 0.2064
H 1.1246 1.6821 1.2361 0.1530
H -0.1470 -1.2083 2.2982 0.2084
H 1.6389 -1.2213 1.7146 0.1743
H 1.0620 0.8231 -2.6594 0.2178
H 0.3433 -2.0274 0.8161 0.1971
H -2.7749 -1.5559 -0.5955 0.4627
H 1.8093 0.2176 -0.3864 0.1696
H 0.8483 -1.2546 -0.9231 0.1957
H -0.4325 1.3046 2.1651 0.2127
H -0.6188 0.2334 -2.1407 0.1865
H -1.7389 -0.4155 -0.7152 0.4697


Relative energies in hartree: model w 0.1178; model x 0.0000


Model w:
19
Properties=species:S:1:pos:R:3:nbo_charge:R:1 method="wB97M-V/def2-TZVPD" homo_ev=-8.75 e_lumo_ev=0.620 smiles=CCCNC.O
O -6.2024 1.6292 0.2006 -0.9290
N 2.6459 -0.0186 -0.4977 -0.6476
C 1.1578 0.0461 -0.6694 -0.2074
C 0.3714 -1.1265 -0.0829 -0.4390
C 3.1329 0.3340 0.8768 -0.4438
C -1.0802 -0.9293 -0.2903 -0.6115
H -1.6082 0.1143 0.0244 0.1936
H 3.3309 -0.7575 1.3643 0.1905
H -5.2593 1.5174 0.4134 0.4660
H 0.9126 0.9250 0.0710 0.1517
H 0.5739 -1.2950 0.9961 0.2117
H 0.7474 -2.0534 -0.5898 0.2118
H 0.9471 0.4346 -1.6986 0.2102
H 3.1462 0.6914 -1.1836 0.3604
H 4.1466 1.0025 1.0155 0.2075
H -1.7169 -1.4548 0.3850 0.2189
H -1.4243 -1.0329 -1.3427 0.2101
H 2.4841 0.8515 1.5821 0.1828
H -6.3054 1.1225 -0.5741 0.4632


Model x:
19
Properties=species:S:1:pos:R:3:nbo_charge:R:1 method="wB97M-V/def2-TZVPD" homo_ev=-9.10 e_lumo_ev=0.783 smiles=CCCCN.O
O 0.6335 -2.0944 3.3360 -0.9442
N -1.1732 0.5839 -2.3601 -0.8518
C -0.2610 -0.3618 -1.6730 -0.2246
C 1.1693 1.2497 0.2219 -0.6034
C -0.6243 -0.5358 -0.2400 -0.4172
C -0.1476 0.5843 0.6203 -0.4003
H -1.9113 0.8082 -1.7751 0.3455
H -0.4945 -1.2408 -2.2900 0.1929
H -0.2483 -1.4322 0.2258 0.1996
H 0.8114 -0.1977 -1.8666 0.1825
H 2.0719 0.6650 0.8173 0.1859
H 1.1384 2.1851 0.5508 0.2117
H -1.0074 1.3394 0.6912 0.2011
H -1.7283 -0.5828 -0.3880 0.2046
H -0.0438 0.0502 1.6378 0.1903
H -0.7846 1.4421 -2.7459 0.3640
H 0.2850 -1.2197 3.5378 0.4776
H 1.5510 1.0017 -0.7316 0.2151
H 0.7639 -2.2443 2.4318 0.4707


Model y:
19
Properties=species:S:1:pos:R:3:nbo_charge:R:1 method="wB97M-V/def2-TZVPD" homo_ev=-9.25 e_lumo_ev=0.902 smiles=CNC(C)C.O
O 1.8597 -0.6740 2.6824 -0.9786
N 0.7157 0.3215 0.2120 -0.6624
C 0.0302 -0.3257 -1.0263 -0.0504
C -0.3314 -1.7256 -0.6438 -0.6103
C -1.1092 0.5601 -1.5205 -0.6553
C -0.0730 1.3269 0.9187 -0.4356
H -0.6720 2.0773 0.4033 0.1854
H 1.0875 -0.3408 3.1134 0.4678
H -0.6899 0.8036 1.6390 0.1843
H 1.8561 -0.5609 1.7132 0.4982
H -1.2626 0.4506 -2.6139 0.2203
H 0.7778 -0.2971 -1.8150 0.1886
H 0.6009 1.9051 1.5698 0.2068
H -2.1227 0.3119 -1.1685 0.2203
H 1.5872 0.7481 -0.0815 0.3591
H -0.8629 -2.1721 -1.5070 0.2029
H -1.0386 -1.6183 0.1864 0.2088
H -0.8383 1.6254 -1.6213 0.2243
H 0.4853 -2.4160 -0.4405 0.2256


Relative energies in hartree: model w 0.0459; model x 0.0332; model y 0.0000


Model w:
19
Properties=species:S:1:pos:R:3:nbo_charge:R:1 method="wB97M-V/def2-TZVPD" homo_ev=-9.78 e_lumo_ev=0.844 smiles=CCC.NCO
O -2.6455 0.8010 0.6305 -0.7126
N -3.6662 -0.7996 -0.8546 -0.8422
C 3.0532 0.2775 -0.1833 -0.3964
C 2.6799 -1.2021 -0.2087 -0.6116
C -2.8247 0.3648 -0.6842 0.0961
C 3.4221 0.6785 1.2589 -0.6058
H 3.9617 0.4691 -0.7558 0.1957
H 2.6563 0.6058 2.0208 0.2031
H -3.7441 -0.9680 -1.8370 0.3613
H -1.8239 0.2603 -1.1376 0.1358
H -3.1383 -1.5910 -0.4801 0.3540
H 1.9761 -1.4416 0.5859 0.2034
H -3.1905 1.2003 -1.3031 0.1360
H 3.5561 -1.8159 0.0453 0.2002
H 4.2438 0.1043 1.6913 0.2000
H -3.5102 0.6748 1.0891 0.4718
H 2.2829 0.9405 -0.5725 0.1998
H 3.7436 1.7218 1.2153 0.2044
H 2.3645 -1.6272 -1.1610 0.2071


Model x:
19
Properties=species:S:1:pos:R:3:nbo_charge:R:1 method="wB97M-V/def2-TZVPD" homo_ev=-8.49 e_lumo_ev=0.749 smiles=CCN(C)C.O
O 6.0231 -2.0220 -1.3902 -0.9400
N 1.6595 1.4464 -0.6333 -0.4392
C 1.4571 0.1698 0.0198 -0.2387
C 0.0000 0.0000 0.0000 -0.6042
C 1.5749 1.2993 -2.1128 -0.4286
C 2.9344 1.9914 -0.2118 -0.4133
H 1.6912 2.2554 -2.6503 0.2080
H 2.4664 0.6782 -2.3028 0.1647
H 5.4582 -1.8796 -0.5972 0.4695
H 1.6200 0.1784 1.1147 0.1951
H -0.6034 0.8926 0.2363 0.2288
H 2.1370 -0.5874 -0.4157 0.1684
H 6.0433 -2.9987 -1.5082 0.4704
H -0.2574 -0.7983 0.7163 0.1999
H 2.8284 1.9992 0.8860 0.2002
H 0.6900 0.7762 -2.5127 0.2059
H 3.8019 1.3639 -0.4771 0.1576
H 3.1280 3.0220 -0.5539 0.2012
H -0.2601 -0.3416 -1.0160 0.1942


Relative energies in hartree: model w 0.0000; model x 0.0242


Model w:
21
Properties=species:S:1:pos:R:3:nbo_charge:R:1 method="wB97M-V/def2-TZVPD" homo_ev="-7.19 / -7.44" e_lumo_ev="0.190 / 0.495"
S -1.0488 -1.1029 3.4135 0.0385
N -0.0085 1.2436 0.2834 -0.4618
C -1.7614 0.5105 3.3985 -0.5598
C -0.8023 0.8032 -1.9676 -0.6460
C 1.4876 -0.2166 -1.1429 -0.5992
C -0.5862 -1.1534 -0.0480 -0.6430
C -0.4933 1.2995 1.4323 0.0951
C -0.0556 0.1728 -0.7671 0.1222
H -2.7633 0.4678 2.9402 0.2270
H -0.2876 2.2652 1.8698 0.1525
H -1.6644 -1.1275 0.1558 0.2024
H 2.0653 -0.5600 -0.3328 0.2221
H 1.3159 -1.1060 -1.8675 0.1953
H 1.7914 0.5639 -1.7782 0.2143
H -0.6733 0.0462 -2.8504 0.2207
H -1.9001 0.9386 -1.8884 0.2218
H -0.2836 -2.1049 -0.5770 0.2124
H -1.1779 1.2484 3.8697 0.2143
H -0.3175 1.8571 -1.8907 0.2408
H -0.1061 -1.0417 0.9056 0.2240
H -1.8453 -1.5850 2.5343 0.1063


Model x:
21
Properties=species:S:1:pos:R:3:nbo_charge:R:1 method="wB97M-V/def2-TZVPD" homo_ev="-6.88 / -7.40" e_lumo_ev="0.237 / 0.829"
S 4.0707 0.3182 -0.0249 0.1221
N 2.4016 -0.2508 0.1084 -0.5462
C 2.1459 -1.6719 -0.1223 -0.2884
C 1.6063 -0.6071 -0.9560 -0.0738
C -1.4126 -1.0484 0.3417 -0.6769
C -0.1503 1.0224 1.0985 -0.7055
C -1.2564 0.9903 -1.2118 -0.6726
C -0.8101 0.2651 0.0033 0.1865
H 1.7563 -0.4052 -1.9983 0.1921
H 1.5294 -2.1532 0.6280 0.1925
H 3.6946 1.5676 -0.3162 0.1111
H -0.4760 1.6552 -1.5779 0.2203
H 2.9725 -2.2839 -0.4810 0.1922
H -0.6525 0.8542 2.0529 0.2096
H -0.8226 -1.5550 1.1029 0.2147
H -0.1214 2.0904 0.8891 0.2098
H -2.1268 1.6157 -0.9756 0.2054
H 0.8897 0.6839 1.2246 0.2646
H -1.4996 -1.6906 -0.5331 0.2190
H -1.5418 0.3019 -2.0033 0.2143
H -2.4205 -0.9040 0.7478 0.2092


Relative energies in hartree: model w 0.0195; model x 0.0000